# 1
{
  "formula": "C3H7NOS",
  "method": "wB97M-V/def2-TZVPD",
  "species": ["S", "O", "N", "C", "C", "C", "H", "H", "H", "H", "H", "H", "H"],
  "coordinates": [[-1.04533, 0.44191, -2.24397], [1.72662, -1.45977, -0.84044], [-0.06396, 0.01757, 1.77702], [-0.65557, 0.69492, -0.49489], [1.36327, -0.59933, -0.09487], [-0.13119, -0.39367, 0.38838], [1.87850, 0.37114, 0.00818], [0.11927, 1.01291, 1.83880], [0.50829, -0.52355, 2.39307], [-1.59416, 1.13784, -0.20797], [0.09594, 1.51864, -0.46524], [-1.54500, -0.80480, -2.35876], [-0.65668, -1.41382, 0.30068]],
  "forces_ev_per_a": [[0.65, -0.17, -1.10], [0.52, -0.42, 0.64], [-1.30, 1.10, -0.34], [-0.45, 0.86, -0.17], [-2.45, 0.73, -1.84], [1.60, -2.93, 0.36], [0.86, -0.07, 0.58], [0.14, -0.23, 0.35], [0.34, -0.22, 0.00], [-0.12, -0.01, 1.24], [-0.44, -0.37, -0.31], [0.14, 0.12, 0.64], [0.51, 1.62, -0.04]],
  "nbo_charge": [-0.037, -0.492, -0.839, -0.543, 0.431, -0.157, 0.088, 0.362, 0.377, 0.242, 0.220, 0.137, 0.210],
  "lumo_energy_ev": 0.79,
  "smiles": "N[C@H](C=O)CS",
  "e_above_lowest_kcal_mol": 43.4,
  "total_charge": 0,
  "e_homo_ev": -9.10,
  "total_energy_ev": -17596.04617,
  "multiplicity": 1
}


# 2
{
  "formula": "C4H4N2",
  "method": "wB97M-V/def2-TZVPD",
  "species": ["N", "N", "C", "C", "C", "C", "H", "H", "H", "H"],
  "coordinates": [[0.92599, 1.46486, -0.26831], [-1.31396, -1.72939, -1.99814], [-0.07026, -0.96010, 0.17910], [-0.71733, 0.02887, 1.11759], [0.20559, 0.49650, 0.33577], [-0.77090, -1.40614, -1.02818], [0.82787, 2.41492, 0.04784], [-1.51584, 0.14257, 1.83021], [0.64841, -1.69870, 0.54426], [1.81513, 1.21419, -0.66922]],
  "forces_ev_per_a": [[0.01, 0.00, 0.03], [0.48, 0.26, 0.89], [0.16, -0.22, -0.10], [0.08, 0.25, -0.10], [-0.19, -0.11, 0.14], [-0.43, -0.24, -0.74], [0.06, -0.07, 0.08], [0.11, -0.01, -0.14], [-0.13, 0.12, -0.05], [-0.14, 0.02, -0.01]],
  "nbo_charge": [-0.794, -0.340, -0.358, -0.266, 0.238, 0.267, 0.399, 0.239, 0.213, 0.401],
  "lumo_energy_ev": 0.71,
  "smiles": "N#C[C@@H]1C=C1N",
  "e_above_lowest_kcal_mol": 53.4,
  "total_charge": 0,
  "e_homo_ev": -9.16,
  "total_energy_ev": -7190.37281,
  "multiplicity": 1
}


# 3
{
  "formula": "C33H45N5SV",
  "method": "wB97M-V/def2-TZVPD",
  "species": ["V", "S", "N", "N", "N", "N", "N", "C", "C", "C", "C", "C", "C", "C", "C", "C", "C", "C", "C", "C", "C", "C", "C", "C", "C", "C", "C", "C", "C", "C", "C", "C", "C", "C", "C", "C", "C", "C", "C", "C", "H", "H", "H", "H", "H", "H", "H", "H", "H", "H", "H", "H", "H", "H", "H", "H", "H", "H", "H", "H", "H", "H", "H", "H", "H", "H", "H", "H", "H", "H", "H", "H", "H", "H", "H", "H", "H", "H", "H", "H", "H", "H", "H", "H", "H"],
  "coordinates": [[0.27671, -0.48013, -0.16120], [-1.87848, 2.17578, 0.00813], [3.45094, -1.16648, -0.82705], [2.42351, 0.24211, -2.10530], [0.91096, 1.82575, -0.27714], [-4.09986, 3.00386, -1.17520], [-4.07295, 3.03860, 1.20730], [-4.66733, 5.42497, -0.91849], [4.21315, -1.03701, 1.48461], [-5.49839, 2.68107, 1.42059], [4.50533, -3.82711, 1.53545], [1.50216, 1.15599, -2.56016], [3.54806, -0.21456, -2.81238], [-2.76638, -0.48601, 1.18767], [-3.47487, 2.82367, 0.00739], [0.80935, -3.80095, 0.01256], [-0.41258, -1.95573, -1.38803], [0.66969, 2.85217, 0.56217], [0.03150, -2.54050, -0.14812], [4.71348, -3.08529, 2.70419], [-0.31344, 3.82133, 0.13332], [0.86051, 2.03162, -1.65032], [-2.26264, -0.30957, -2.11539], [0.32091, 3.27589, -2.12376], [5.08183, -3.75569, 3.99683], [4.17284, -1.09444, -2.02167], [4.57028, -1.69386, 2.66507], [-0.67405, -1.91085, 0.92766], [2.32443, -0.37423, -0.86872], [0.04495, -2.30502, -2.76086], [-1.63371, -1.00022, 0.36639], [-0.23461, 4.16835, -1.26572], [4.16423, -3.19499, 0.32952], [4.19566, 0.45717, 1.42970], [4.00716, -4.02078, -0.91217], [-0.59066, -2.31067, 2.35784], [-1.45892, -1.00794, -1.07783], [-5.72180, 1.19005, 1.57032], [-5.10314, 4.08453, -1.46479], [3.94670, -1.80656, 0.33950], [5.03550, 0.86404, 0.84414], [-0.68409, -2.94813, -3.27760], [-1.35018, -3.06525, 2.60878], [-3.64516, -1.14704, 1.15916], [4.29630, 0.85478, 2.44593], [5.07671, -1.65923, -2.18483], [-5.15132, 4.11426, -2.55290], [1.00652, -2.83466, -2.74990], [5.40504, -4.78567, 3.81560], [1.53309, -3.68930, 0.83763], [-2.43266, -0.35252, 2.22639], [1.34202, -4.03704, -0.91929], [-5.00640, 0.75239, 2.27593], [-3.11032, 0.51222, 0.85170], [3.59666, -5.00894, -0.65732], [4.97585, -4.19816, -1.40602], [-3.20451, -0.82856, -2.34437], [1.66662, 1.46320, -3.59178], [4.22750, -3.77773, 4.68834], [-0.68319, 5.09546, -1.64044], [-5.63212, 0.66880, 0.60747], [-5.51496, 6.10912, -0.81397], [0.37333, 3.41712, -3.20702], [3.26586, 0.85178, 1.00335], [3.34483, -3.55664, -1.65046], [1.18472, 2.93516, 1.51812], [5.89433, -3.21185, 4.49592], [4.75905, -1.10561, 3.56983], [-6.09713, 3.78096, -1.11351], [0.38461, -2.76022, 2.56863], [-3.50447, 2.69235, -1.94888], [-3.97907, 5.87491, -1.64271], [-6.07920, 3.08422, 0.59220], [-6.73046, 1.00585, 1.94871], [-3.44314, 2.75986, 1.96219], [-0.82424, 4.48809, 0.81948], [-4.17452, 5.30399, 0.05459], [0.14584, -4.65865, 0.25528], [3.80346, 0.18493, -3.77316], [-2.51665, 0.71608, -1.80774], [-5.82438, 3.21369, 2.31867], [0.18012, -1.39212, -3.35502], [-1.67291, -0.23022, -3.03355], [-0.72762, -1.45151, 3.02382], [4.61021, -4.91852, 1.56666]],
  "forces_ev_per_a": [[3.21, 4.24, -0.05], [-3.71, 0.59, 0.25], [0.57, 0.25, -0.59], [1.42, -1.85, 1.23], [1.32, 0.09, -0.12], [-1.32, 0.83, -1.10], [-1.38, 0.37, 0.72], [0.09, 0.40, -0.12], [0.11, -0.41, 0.08], [0.72, 0.38, 0.13], [0.25, 0.48, 0.13], [-1.35, 2.00, 0.20], [-1.06, 0.68, 0.45], [-0.38, 0.61, -0.12], [3.72, -2.11, 0.02], [0.41, 0.03, 0.12], [-0.02, -1.06, 0.38], [-2.19, 1.67, -1.53], [-1.34, -0.91, 0.16], [-0.22, 0.07, -0.34], [3.31, 0.61, 0.37], [0.79, -0.30, -0.36], [-0.25, 0.39, -0.11], [-0.09, 0.05, -0.63], [-0.01, -0.10, 0.18], [0.43, -0.27, 0.56], [0.04, -0.15, -0.41], [-0.81, -1.50, -0.64], [0.13, -0.67, -1.27], [0.05, -0.09, -0.21], [-0.82, -0.54, 0.66], [-0.35, -0.52, -0.09], [-0.16, 0.20, 0.54], [-0.18, 0.60, 0.30], [-0.09, -0.43, -0.33], [0.12, -0.16, 0.14], [-0.28, -0.22, 0.27], [-0.22, -0.32, -0.10], [0.76, -1.20, -0.05], [-0.08, -0.59, 0.17], [-0.24, -0.25, 0.02], [0.09, 0.04, -0.09], [-0.02, 0.09, 0.06], [0.06, -0.16, 0.15], [0.00, -0.01, -0.13], [-0.04, 0.09, 0.07], [-0.16, 0.05, -0.01], [-0.10, 0.10, 0.02], [-0.03, 0.13, 0.13], [-0.07, -0.27, -0.32], [-0.22, -0.10, -0.08], [-0.05, -0.06, 0.37], [-0.14, 0.06, -0.18], [0.11, -0.86, 0.22], [0.10, 0.28, -0.07], [-0.16, 0.12, 0.15], [0.04, -0.04, -0.09], [-0.38, -0.04, 0.25], [0.18, -0.03, -0.14], [0.10, -0.31, 0.21], [0.17, 0.12, 0.28], [0.04, -0.07, 0.06], [0.01, 0.35, 0.35], [0.17, -0.09, 0.02], [0.14, -0.07, 0.23], [-0.62, -0.68, 0.20], [-0.14, -0.16, -0.07], [-0.05, -0.18, -0.32], [0.23, 0.11, -0.05], [-0.02, 0.10, 0.09], [-0.49, 0.38, 0.49], [0.11, 0.03, 0.37], [0.03, -0.09, 0.17], [-0.03, -0.02, 0.01], [-0.34, 0.06, -0.39], [0.51, 0.16, 0.11], [-0.15, 0.15, -0.27], [0.24, 0.36, -0.14], [0.01, -0.06, -0.21], [0.02, -0.39, -0.15], [0.01, -0.06, -0.01], [0.03, -0.19, -0.04], [-0.14, 0.02, -0.07], [0.05, -0.14, 0.01], [0.00, 0.41, -0.07]],
  "mulliken_spin": [1.949, 0.026, -0.012, -0.022, 0.012, 0.002, 0.000, 0.000, -0.011, 0.001, 0.004, 0.015, 0.010, -0.027, 0.005, -0.001, -0.154, -0.006, -0.014, 0.001, 0.026, -0.006, 0.057, 0.032, 0.001, -0.002, -0.004, 0.255, 0.025, 0.002, -0.125, -0.013, -0.038, -0.003, -0.004, 0.069, -0.069, -0.001, -0.001, 0.018, 0.001, -0.005, 0.005, 0.002, -0.001, -0.002, 0.000, 0.012, 0.000, -0.002, -0.006, 0.008, -0.001, 0.015, 0.000, -0.001, -0.007, 0.009, 0.000, -0.001, 0.000, 0.000, 0.000, 0.009, 0.002, -0.004, 0.000, -0.002, 0.000, 0.006, 0.002, 0.000, 0.000, 0.000, -0.001, 0.002, 0.000, -0.011, 0.000, -0.016, 0.000, -0.010, 0.001, -0.006, 0.001],
  "lumo_energy_ev": [2.64, 2.64],
  "e_above_lowest_kcal_mol": 15.8,
  "total_charge": -1,
  "e_homo_ev": [-1.58, -0.53],
  "total_energy_ev": -78919.80868,
  "multiplicity": 3
}


| no. | largest force on an atom (eV Å⁻¹) |
| --- | --- |
| 1 | 3.36 |
| 2 | 1.04 |
| 3 | 5.32 |